Here is C36H29N7O4Sc as an isolated structure from the Open Molecules 2025 dataset. Energies are from ωB97M-V/def2-TZVPD.

Geometry (Å):
Sc (0.20306, -0.63357, -0.00123)
O (0.58877, 0.46696, -1.63205)
C (1.48256, 1.18779, -2.24068)
C (1.13913, 2.40716, -2.86090)
C (2.10299, 3.15140, -3.50075)
C (3.43463, 2.71787, -3.58138)
C (3.77244, 1.51648, -3.00120)
C (2.81885, 0.74832, -2.31963)
C (3.22279, -0.52335, -1.75838)
N (2.53994, -1.27241, -0.98201)
C (3.15161, -2.53674, -0.60983)
C (2.06696, -3.59607, -0.66561)
N (1.01626, -3.15404, 0.23549)
C (0.53680, -4.01562, 1.04408)
C (-0.44200, -3.75314, 2.07994)
C (-0.96493, -4.83921, 2.79289)
C (-1.85616, -4.65389, 3.82574)
C (-2.21271, -3.34272, 4.16905)
C (-1.69555, -2.25675, 3.50122)
C (-0.79988, -2.42999, 2.42495)
O (-0.29260, -1.41645, 1.79736)
H (0.11177, 2.73604, -2.79526)
H (1.81861, 4.09618, -3.95030)
H (4.17856, 3.31388, -4.09293)
H (4.79287, 1.14882, -3.05539)
H (4.22678, -0.85184, -2.06031)
H (3.51764, -2.46642, 0.41933)
H (3.99851, -2.79280, -1.25735)
H (2.45516, -4.58579, -0.39624)
H (1.67028, -3.64339, -1.68573)
H (0.89141, -5.05448, 0.99362)
H (-0.65553, -5.84020, 2.50800)
H (-2.27000, -5.49826, 4.36005)
H (-2.91306, -3.17485, 4.97957)
H (-1.97247, -1.24657, 3.76332)
C (-2.54006, -3.48092, -2.02360)
C (-3.80170, -2.85858, -2.19187)
C (-3.93784, -1.55425, -1.86559)
C (-2.83163, -0.77428, -1.36237)
N (-1.64647, -1.42172, -1.10332)
C (-1.54805, -2.72236, -1.47841)
N (-3.05107, 0.51478, -1.25120)
C (-2.19047, 1.44490, -0.82225)
N (-1.15144, 1.29088, 0.26594)
C (-0.38598, 2.56338, 0.26355)
N (0.76863, 2.86151, 0.90752)
C (1.65378, 2.00979, 1.35253)
C (2.87937, 2.54969, 1.90947)
C (3.86556, 1.74338, 2.36409)
C (3.69386, 0.32933, 2.32963)
C (2.51834, -0.12113, 1.81331)
N (1.52853, 0.64701, 1.30616)
C (-1.02072, 3.40531, -0.58928)
C (-0.67703, 4.74847, -0.97340)
C (-1.41155, 5.36041, -1.92476)
C (-2.52854, 4.68490, -2.57556)
C (-2.86706, 3.41918, -2.25541)
C (-2.11858, 2.73853, -1.23334)
H (-2.35405, -4.51234, -2.28536)
H (-4.64727, -3.41156, -2.58550)
H (-4.86849, -1.01872, -1.99193)
H (-0.58064, -3.17243, -1.31291)
H (2.96173, 3.62817, 1.91471)
H (4.77807, 2.17786, 2.75771)
H (4.42711, -0.36264, 2.71773)
H (2.30958, -1.18782, 1.80930)
H (0.16682, 5.23258, -0.49969)
H (-1.16643, 6.37340, -2.22279)
H (-3.08725, 5.21615, -3.33734)
H (-3.68209, 2.90704, -2.75024)
C (-2.53593, 1.90743, 3.54614)
O (-1.73952, 2.02855, 2.36664)
C (-1.95811, 1.07896, 1.45827)
O (-2.70582, 0.15293, 1.58552)
H (-2.21920, 2.72085, 4.19230)
H (-2.36947, 0.94744, 4.03031)
H (-3.59235, 2.00360, 3.29785)

Forces on the atoms, in the same order (eV/Å):
0.6513 -0.2708 -0.3351
-0.0072 0.2926 -0.3094
-0.2832 -0.2259 0.1938
0.1487 -0.0183 -0.0648
-0.0600 0.0248 0.0028
-0.0241 -0.0441 0.0256
0.0137 0.0396 -0.0244
0.2032 -0.1243 0.0338
0.0097 0.2000 -0.0652
-0.0691 0.0194 0.0362
-0.0257 0.0416 0.0039
-0.0672 0.0675 0.0592
-0.0646 0.0247 -0.1538
-0.0803 0.0632 0.2153
0.1649 -0.2081 -0.1318
-0.0599 0.0125 0.0495
0.0356 0.0140 -0.0581
-0.0059 0.0581 0.0070
-0.0433 -0.1122 0.0614
0.1346 0.2267 -0.2290
-0.3678 0.0145 0.3187
0.0070 0.0122 -0.0584
0.0133 0.0003 -0.0062
0.0015 0.0093 0.0016
-0.0014 0.0075 -0.0044
0.0035 -0.0009 0.0031
0.0249 -0.0167 -0.0032
-0.0152 -0.0098 -0.0179
0.0062 -0.0032 0.0072
0.0144 0.0048 -0.0109
0.0157 0.0023 0.0116
-0.0092 -0.0067 0.0140
-0.0013 0.0017 0.0111
0.0041 -0.0159 0.0059
-0.0340 0.0061 -0.0152
-0.1043 0.0850 0.0089
0.0571 -0.1340 -0.0304
0.0144 0.1798 0.0563
-0.0304 -0.1399 -0.0596
0.0718 -0.0636 0.1061
0.0534 0.0957 0.0535
-0.0961 0.0688 0.1897
0.2471 -0.2777 0.0066
-0.6133 0.1326 0.4677
0.3368 -0.3234 0.0810
-0.2453 0.0442 0.0458
0.2078 0.0096 0.0995
-0.2039 0.0304 -0.0843
0.0587 -0.1309 0.0207
-0.0472 0.2957 0.0660
-0.1821 -0.1784 0.0831
-0.0268 -0.2283 -0.2245
0.0015 0.4201 -0.1527
-0.0269 -0.2178 0.0869
-0.1851 -0.0119 -0.1468
0.1651 0.2295 0.0189
0.0899 -0.1531 0.1389
-0.1532 0.2683 -0.2890
-0.0288 -0.0068 -0.0154
0.0156 -0.0192 0.0039
-0.0056 -0.0234 0.0002
0.0041 -0.0096 -0.0079
0.0268 -0.0095 0.0198
0.0047 -0.0199 0.0030
0.0240 0.0318 0.0153
-0.0033 -0.0009 -0.0371
0.0035 -0.0149 0.0228
-0.0384 -0.0007 -0.0338
0.0234 0.0230 0.0013
-0.0043 -0.0344 0.0299
0.0302 0.0426 -0.0423
-0.0733 0.0007 0.1428
0.5169 -0.1163 -0.3834
-0.1394 0.0972 0.1560
-0.0016 -0.0037 0.0057
0.0288 -0.0109 -0.0012
-0.0053 -0.0124 0.0044

For the largest force on an atom, the calculation gives 0.78 eV/Å. Its lowest unoccupied orbital energy is 2.38 eV. The HOMO-LUMO gap comes out at 4.936 eV. Its spin multiplicity is 1. As for the total charge: -1. As for the energy above the lowest of the compared OMol25 structures with the same formula, charge and spin: 17.8 kcal/mol.